(1)
Entry from OMol25: a molecular structure, C24H43GaNO2P2 in a non-equilibrium geometry (wB97M-V/def2-TZVPD).

Structure (XYZ):
```
73
Properties=species:S:1:pos:R:3:mulliken_charge:R:1
Ga 0.093 1.359 2.285 0.62
P 0.939 -4.904 -4.258 0.17
P 0.641 -1.762 -4.421 0.46
O 1.308 3.347 2.542 -0.57
O 2.471 5.231 2.450 -0.48
N 1.456 4.651 2.209 0.10
C 1.832 -0.340 4.628 -1.68
C 1.187 -4.102 -5.924 -0.93
C -0.236 -0.096 0.700 -0.60
C -1.217 -1.122 4.149 -1.54
C -2.102 2.842 0.650 -1.13
C -0.637 0.256 4.082 0.47
C -0.691 3.081 1.148 -0.02
C 2.092 2.819 4.580 -1.37
C 0.462 2.622 0.494 -0.80
C -1.483 0.429 1.113 -0.19
C 0.432 0.300 -0.598 -0.97
C -1.384 1.491 3.929 0.62
C 2.045 -6.381 -4.467 -1.10
C -0.859 4.032 4.239 -1.42
C 0.526 -2.720 -6.017 -0.82
C -0.693 -5.724 -4.586 -1.13
C -2.325 1.373 0.258 -0.89
C 1.760 -0.398 -4.998 -1.19
C 0.831 2.061 4.311 0.40
C -0.472 2.591 4.135 0.69
C 0.720 0.604 4.304 0.42
C -0.976 -0.852 -4.497 -1.12
C 0.469 1.835 -0.806 -1.13
C -2.879 1.591 3.897 -1.37
H -1.091 4.276 5.284 0.36
H 3.093 -6.070 -4.431 0.34
H 2.367 2.747 5.641 0.35
H -2.086 1.217 -0.799 0.15
H 2.769 -0.009 4.177 0.34
H -2.061 -0.186 1.797 0.90
H 1.619 -1.348 4.263 0.38
H -2.802 3.115 1.447 0.26
H 2.911 2.409 3.981 0.36
H 1.828 0.372 -4.222 0.25
H -3.211 2.562 3.523 0.39
H -0.529 -2.811 -6.310 0.44
H 1.877 -7.077 -3.638 0.37
H 0.748 -4.772 -6.673 0.45
H -0.500 -1.873 3.808 0.38
H 1.456 -0.077 -0.574 0.46
H -2.121 -1.213 3.540 0.36
H 1.980 3.877 4.330 0.34
H 0.057 -1.070 1.088 0.79
H 2.263 -4.035 -6.138 0.42
H 1.959 -0.390 5.718 0.35
H -0.572 3.964 1.769 1.03
H -1.747 4.258 3.643 0.42
H 1.389 3.133 0.729 0.72
H -3.383 1.115 0.373 0.49
H 1.027 -2.123 -6.789 0.42
H -0.049 4.691 3.917 0.31
H 1.859 -6.904 -5.413 0.31
H 2.766 -0.798 -5.163 0.35
H -1.477 -4.962 -4.655 0.28
H -1.132 -0.371 -5.471 0.43
H -0.076 -0.183 -1.447 0.19
H -2.321 3.515 -0.194 0.57
H -3.287 1.467 4.910 0.40
H 1.404 0.064 -5.927 0.37
H -0.374 2.157 -1.428 0.29
H -1.495 -1.368 5.183 0.35
H -3.324 0.816 3.267 0.26
H -0.996 -0.085 -3.716 0.25
H -0.683 -6.308 -5.515 0.34
H -1.802 -1.543 -4.305 0.30
H 1.377 2.093 -1.358 0.58
H -0.942 -6.388 -3.753 0.38
```

Calculated values
**Electronic energy**: -102110.388 eV
**Gap between HOMO and LUMO**: 4.6 eV
**Molecular weight**: 509.28 u
**Total charge**: +1

(2)
Entry from OMol25: 2 unconnected molecules or ions with the total composition C24H43N2O5 in a non-equilibrium geometry (wB97M-V/def2-TZVPD).

Structure (XYZ):
```
74
Properties=species:S:1:pos:R:3:mulliken_charge:R:1
O -1.060 -2.308 0.373 -0.21
O 0.360 -1.323 -4.218 -0.44
O 0.850 2.960 5.193 -0.59
O 2.429 4.165 4.256 -0.36
O -2.943 2.203 -2.007 -0.56
N -1.238 -2.318 -1.996 0.64
N 0.312 1.933 -3.722 -0.49
C 0.818 0.753 -2.986 0.90
C -2.167 -3.532 2.865 -1.33
C -0.794 -2.830 3.129 0.23
C -2.343 1.095 -4.074 -1.36
C 2.785 1.745 4.566 -0.98
C -0.666 2.656 -2.858 -0.10
C -0.627 -0.357 3.380 -1.27
C 3.980 3.928 2.392 -0.93
C -0.925 -1.179 1.194 0.59
C 1.956 2.998 4.722 0.82
C -0.668 2.635 1.124 -1.35
C -0.794 -1.428 2.538 0.61
C -0.881 0.118 0.744 0.77
C -2.141 2.332 -3.187 0.16
C 0.553 -2.499 -3.465 -0.19
C 3.781 4.361 3.830 -0.43
C -1.965 -2.191 -0.665 -0.68
C -0.719 1.193 1.582 -0.31
C -0.624 -3.417 -3.976 -1.00
C 1.359 -0.308 -3.966 -0.91
C -1.594 -3.556 -2.762 -0.55
C 0.407 -3.670 2.669 -1.40
C 0.231 -2.421 -1.943 -0.74
C -0.584 0.941 2.932 -0.85
H 1.345 -3.307 3.102 0.35
H -0.984 0.315 -0.328 -0.11
H 0.526 -3.706 1.583 0.10
H 0.005 0.292 -2.418 -0.93
H -3.044 1.263 -1.832 0.29
H 3.788 2.862 2.263 0.26
H 0.611 -3.364 -1.551 0.59
H -0.120 2.793 0.195 0.20
H 1.640 0.194 -4.892 0.50
H -1.202 -2.822 -4.692 0.32
H -2.063 -4.462 2.302 0.32
H 5.000 4.136 2.067 0.37
H 2.226 -0.836 -3.549 0.32
H -2.030 1.331 -5.091 0.37
H -1.692 3.014 1.041 0.30
H -2.553 3.187 -3.733 0.43
H 0.268 -4.694 3.035 0.43
H 1.115 2.558 -3.728 0.34
H -1.846 0.203 -3.674 0.29
H -3.421 0.896 -4.105 0.46
H -2.810 -2.831 2.325 0.25
H -0.440 2.399 -1.815 -0.38
H 3.287 4.460 1.739 0.28
H -0.329 -4.338 -4.472 0.40
H -0.424 1.760 3.634 0.75
H 4.477 3.874 4.513 0.36
H 1.518 -2.963 -3.688 0.64
H -2.655 -3.628 -2.990 0.53
H -2.625 -3.066 -0.616 0.38
H -0.179 3.213 1.913 0.38
H -2.609 -1.310 -0.619 0.46
H -1.486 -1.555 -2.638 -0.24
H -0.700 -2.715 4.212 0.70
H -0.517 -0.554 4.443 0.43
H 2.462 1.219 3.668 0.20
H -2.661 -3.715 3.821 0.35
H 0.744 -1.574 -1.490 0.27
H 3.961 5.432 3.915 0.33
H 2.611 1.111 5.433 0.34
H -0.519 3.736 -2.939 0.49
H 1.594 1.040 -2.259 0.46
H 3.856 1.922 4.515 0.38
H -1.215 -4.451 -2.262 0.34
```

Calculated values
**Electronic energy**: -38795.405 eV
**Gap between HOMO and LUMO**: 9.0 eV
**Molecular weight**: 439.62 u
**Total charge**: +1

(3)
Entry from OMol25: a molecular structure, C24H43N2OP3Tl in a non-equilibrium geometry (wB97M-V/def2-TZVPD).

Structure (XYZ):
```
74
Properties=species:S:1:pos:R:3:mulliken_charge:R:1
Tl 0.147 -0.221 0.439 1.13
P 0.389 2.933 -0.029 0.74
P 0.470 1.079 3.210 0.88
P 2.857 0.142 0.791 0.99
O 0.688 -0.345 -2.083 -0.37
N 0.085 -2.389 1.642 0.00
N 0.267 -4.214 2.832 -0.03
C 0.911 -3.138 2.358 -0.63
C -1.027 0.000 -5.173 -0.51
C -2.321 0.237 -4.675 -0.20
C -3.360 -1.408 -6.910 -0.59
C -1.059 -4.175 2.386 0.37
C -2.111 -1.634 -7.342 -0.55
C -1.170 -2.994 1.653 0.86
C 1.588 4.263 0.391 -1.44
C 3.910 0.988 2.022 -1.19
C -3.539 -3.321 1.491 -0.95
C -1.296 1.387 3.620 -1.34
C 1.235 2.543 4.019 -1.30
C 3.660 -1.501 0.800 -1.43
C 0.841 -0.179 4.490 -1.36
C -2.417 -2.524 1.228 -0.40
C -0.263 -0.479 -2.931 0.50
C -2.163 -4.950 2.705 -0.90
C 0.512 3.004 -1.862 -1.20
C 3.545 0.834 -0.758 -1.16
C -3.412 -4.532 2.209 -0.56
C -1.632 -0.609 -2.525 0.30
C -2.643 -0.151 -3.365 -0.72
C 0.007 -0.386 -4.343 -0.61
C -1.161 3.901 0.186 -1.34
H 0.678 -4.924 3.413 0.23
H 1.287 4.747 1.329 0.41
H 3.729 2.069 2.042 0.29
H -3.099 0.597 -5.353 0.61
H 1.593 4.998 -0.424 0.50
H -1.278 0.989 0.136 0.04
H 4.682 -1.429 0.408 0.53
H -3.669 -0.111 -3.015 0.52
H -3.983 -2.181 -6.464 0.32
H 1.959 -2.978 2.532 0.40
H 0.735 0.294 5.477 0.48
H -4.303 -5.153 2.343 0.42
H 3.541 1.932 -0.761 0.31
H -3.810 -0.423 -7.057 0.36
H 4.960 0.804 1.749 0.48
H 0.473 3.102 4.579 0.43
H -0.821 -0.029 -6.244 0.48
H 0.637 4.045 -2.200 0.57
H -1.240 4.243 1.227 0.39
H 4.581 0.477 -0.854 0.54
H 1.044 -0.537 -4.678 0.49
H 3.705 -1.908 1.815 0.31
H 3.734 0.600 3.033 0.35
H 3.085 -2.201 0.185 0.38
H -1.901 0.486 3.451 0.34
H -2.031 3.275 -0.051 0.34
H 1.870 -0.544 4.372 0.31
H -1.702 2.202 3.006 0.29
H 1.666 3.204 3.258 0.18
H -1.621 -2.613 -7.308 0.33
H 2.031 2.235 4.709 0.47
H 1.372 2.399 -2.181 0.25
H -1.983 -5.850 3.298 0.42
H -1.129 4.760 -0.499 0.45
H 2.595 3.841 0.509 0.29
H -1.806 -0.857 -1.483 0.19
H -4.519 -3.037 1.106 0.43
H -2.445 -1.567 0.708 0.35
H -0.393 2.567 -2.310 0.16
H -1.531 -0.800 -7.773 0.43
H -1.344 1.665 4.683 0.48
H 2.950 0.481 -1.609 0.17
H 0.159 -1.034 4.418 0.31
```

Calculated values
**Electronic energy**: -63142.905 eV
**Gap between HOMO and LUMO (spin up / spin down)**: 3.3 / 3.3 eV
**Molecular weight**: 672.93 u
**Total charge**: +3

(4)
Entry from OMol25: a molecular structure, C24H44BLuNP2 in a non-equilibrium geometry (wB97M-V/def2-TZVPD).

Structure (XYZ):
```
73
Properties=species:S:1:pos:R:3:mulliken_charge:R:1
Lu 0.306 -0.470 0.038 -0.02
P 2.364 1.076 3.161 0.75
P -1.026 0.753 -4.749 0.18
N 0.246 -2.710 -0.182 -0.76
C 2.469 2.364 0.559 -0.95
C -2.132 2.245 0.960 -1.63
C -0.138 -3.827 -0.209 -0.32
C -2.902 0.527 -1.637 -1.78
C -2.494 -0.003 -0.314 1.14
C 0.414 0.333 -1.883 1.54
C -2.606 -1.367 0.087 0.17
C 1.573 -0.574 -2.163 -1.02
C 2.113 -0.264 1.148 -0.55
C -3.159 -2.474 -0.723 -1.23
C -2.270 -1.453 1.468 1.44
C -0.565 2.510 -4.982 -0.86
C -1.779 0.222 3.358 -1.82
C 1.369 2.417 3.764 -1.09
C 1.333 -0.196 2.391 -0.97
C 2.033 2.184 -0.900 -1.45
C 2.809 1.090 1.301 -0.01
C -2.114 0.762 0.841 0.37
C 3.577 0.373 4.242 -1.23
C 0.609 1.540 -0.980 0.71
C 0.478 0.068 -5.537 -1.03
C -2.361 -2.678 2.294 -1.56
C -1.994 -0.143 1.940 0.56
C 2.436 -0.884 -0.954 -1.02
B -0.706 -5.246 -0.247 0.26
H 3.400 -0.371 -0.999 0.65
H 1.195 -1.516 -2.604 0.40
H 0.058 2.652 -5.878 0.37
H -2.547 -0.230 4.004 0.42
H -3.423 -2.127 -1.728 0.42
H 2.775 1.620 -1.475 0.36
H -2.750 1.611 -1.710 0.32
H 0.151 1.553 0.084 -0.82
H -0.050 2.870 -4.079 0.17
H -2.449 -3.305 -0.817 -0.04
H -1.711 -3.473 1.905 0.09
H -0.241 0.525 -2.749 -1.21
H 1.722 2.952 1.116 0.19
H 3.377 2.992 0.567 0.50
H 1.398 0.563 -5.188 0.31
H -1.808 1.307 3.507 0.42
H 4.575 0.733 3.951 0.41
H 3.338 0.710 5.263 0.42
H -0.803 -0.135 3.712 0.28
H 0.524 -1.004 -5.296 0.31
H 1.500 3.326 3.162 0.40
H -1.269 -5.406 -1.322 -0.10
H 2.190 -0.115 -2.957 0.40
H 0.914 -1.096 2.852 0.92
H -3.969 0.328 -1.831 0.40
H -2.071 -2.471 3.330 0.44
H -1.508 3.065 -5.102 0.35
H -3.097 2.596 1.366 0.39
H -0.042 2.306 -1.421 1.02
H 3.901 0.981 1.327 0.66
H 2.839 -1.098 1.167 0.58
H -3.390 -3.072 2.306 0.36
H 0.360 0.185 -6.625 0.41
H -1.989 2.739 -0.009 0.41
H 1.699 2.629 4.793 0.44
H -1.351 2.608 1.646 0.26
H -4.072 -2.877 -0.257 0.36
H -1.511 -5.387 0.667 -0.06
H 0.216 -6.030 -0.122 -0.11
H 1.966 3.179 -1.364 0.48
H -2.337 0.063 -2.461 0.24
H 2.567 -1.967 -0.808 0.51
H 3.536 -0.725 4.201 0.36
H 0.305 2.135 3.784 0.09
```

Calculated values
**Electronic energy**: -79952.235 eV
**Gap between HOMO and LUMO (spin up / spin down)**: 4.7 / 6.3 eV
**Molecular weight**: 594.35 u
**Total charge**: +1

(5)
Entry from OMol25: 4 unconnected molecules or ions with the total composition C24H44NO10 in a non-equilibrium geometry (wB97M-V/def2-TZVPD).

Structure (XYZ):
```
79
Properties=species:S:1:pos:R:3:mulliken_charge:R:1
O 5.747 -1.147 0.813 -0.51
O 2.064 3.223 -3.338 -0.60
O -1.322 -3.163 -2.535 -0.17
O -3.296 3.951 2.832 -0.33
O -3.911 2.639 -0.064 -0.59
O 0.869 -2.907 -3.140 -0.61
O 3.192 1.591 -2.200 -0.30
O -0.648 0.396 1.731 -0.37
O -1.474 -1.410 4.123 -0.52
O -4.307 2.049 3.601 -0.62
N 0.102 -0.781 -1.065 0.50
C 4.624 -1.720 1.621 -0.39
C -1.917 1.589 -1.403 -0.38
C -2.149 4.711 3.210 -0.33
C 1.142 -0.186 -0.104 0.68
C 4.784 1.050 -3.817 -0.60
C 3.273 -0.742 1.573 -0.46
C 4.159 2.369 -4.197 -0.35
C -3.460 2.919 3.712 0.63
C -1.796 -5.128 -3.697 -0.57
C 4.451 0.937 -2.352 -0.19
C -2.634 -1.838 3.319 -0.52
C -1.939 4.414 4.672 -0.53
C -1.275 -0.930 -0.450 -0.14
C 2.114 -1.351 0.569 -0.63
C -0.152 -3.573 -3.108 0.44
C 3.011 2.460 -3.237 0.39
C 0.518 0.873 0.978 -0.43
C -0.298 -4.966 -3.642 -0.36
C -2.428 2.665 -0.233 -0.05
C -1.213 -0.845 1.185 0.46
C -2.267 -4.231 -2.583 -0.53
C -2.422 0.052 -1.138 -0.53
C -2.424 2.992 4.793 -0.29
C -2.724 -1.087 1.860 -0.42
H 0.203 1.856 0.390 0.20
H -1.301 4.392 2.595 0.16
H 0.126 -0.267 -1.972 0.56
H 5.187 1.444 -1.718 0.18
H 0.152 -5.057 -4.633 0.31
H -3.649 -1.639 3.896 0.33
H -2.484 -2.993 3.091 0.25
H 5.857 1.001 -4.019 0.35
H 1.527 -2.188 1.138 0.23
H 3.600 0.355 1.243 0.28
H 2.707 -1.858 -0.334 0.43
H -3.266 -3.830 -2.776 0.32
H 1.869 0.449 -0.806 -0.78
H -1.958 2.460 0.819 -0.14
H -2.573 5.072 5.279 0.27
H -4.032 2.607 0.948 0.35
H 4.366 -0.105 -2.032 0.25
H -2.146 3.788 -0.505 0.30
H -2.171 -4.754 -4.658 0.30
H 4.384 -2.800 1.175 0.30
H -1.631 2.271 4.577 0.10
H -2.865 2.801 5.774 0.35
H 4.839 3.207 -4.022 0.26
H 3.808 2.363 -5.231 0.30
H -0.903 4.552 4.994 0.33
H 5.056 -1.825 2.728 0.25
H 0.162 -5.668 -2.941 0.27
H -2.623 -0.423 -2.215 0.30
H -3.330 -0.059 1.898 0.17
H -0.761 1.687 -1.585 0.07
H -0.566 -1.753 1.562 -0.09
H -3.454 0.035 -0.586 0.33
H -0.644 -1.931 3.862 0.31
H -2.336 5.774 3.032 0.33
H 4.297 0.239 -4.371 0.26
H 1.318 1.242 1.781 0.42
H -2.129 -6.164 -3.585 0.33
H 2.869 -0.617 2.686 0.22
H -3.383 -1.791 1.156 0.24
H -2.269 -4.739 -1.613 0.32
H 0.455 -1.764 -1.267 0.11
H -1.628 -2.040 -0.710 -0.14
H 5.781 -0.159 1.068 0.32
H -2.455 1.957 -2.400 0.39
```

Calculated values
**Electronic energy**: -47555.332 eV
**Gap between HOMO and LUMO**: 9.9 eV
**Molecular weight**: 506.61 u
**Total charge**: +1

(6)
Entry from OMol25: a molecular structure, C24H44O3P2PmS in a non-equilibrium geometry (wB97M-V/def2-TZVPD).

Structure (XYZ):
```
75
Properties=species:S:1:pos:R:3:mulliken_spin:R:1
Pm 1.036 -1.200 1.035 4.03
S 2.559 -2.969 -0.565 0.00
P -1.397 -1.102 -0.387 0.00
P 0.877 1.124 -0.399 0.00
O 1.303 -3.326 0.227 0.00
O 3.061 -1.717 0.163 0.00
O 2.313 -2.786 -1.964 0.00
C -1.071 2.470 -4.912 0.00
C -3.118 3.603 -3.149 0.00
C 2.123 -1.488 3.774 0.00
C 2.209 1.426 -1.581 0.00
C 3.756 -4.266 -0.278 0.00
C -2.569 1.133 -3.303 0.00
C -0.353 0.090 -1.402 -0.01
C -2.991 -0.277 -0.166 0.00
C -0.150 -1.840 3.653 0.00
C 2.171 1.101 3.767 0.00
C 1.115 -2.490 3.736 -0.02
C -1.461 -2.528 3.654 0.00
C 1.360 -3.953 3.865 0.00
C 1.483 -0.214 3.706 -0.01
C -3.031 2.201 -2.621 0.00
C -0.578 3.836 -2.860 0.00
C -0.973 0.605 3.681 0.01
C -0.237 2.897 -3.738 0.00
C 3.586 -1.734 3.943 0.00
C -1.927 4.494 -2.724 0.00
C -1.658 -2.473 -1.558 0.00
C 0.014 2.645 -0.004 0.00
C -1.893 1.195 -4.642 0.00
C 0.077 -0.434 3.655 -0.01
H 2.765 0.487 -1.754 0.00
H -2.234 -1.889 3.227 0.00
H -2.895 0.125 -3.033 0.00
H -2.090 4.798 -1.676 0.00
H 1.777 1.798 -2.516 0.00
H 0.215 4.384 -2.330 0.00
H -0.805 2.456 0.706 0.00
H -0.390 3.074 -0.927 0.00
H 1.561 1.883 3.304 0.00
H -3.251 3.652 -4.239 0.00
H 3.794 -2.381 4.818 0.00
H -2.876 0.536 0.568 0.00
H 4.555 -4.180 -1.028 0.00
H -0.388 2.247 -5.747 0.00
H -1.788 -2.803 4.666 0.00
H 4.129 -0.787 4.090 0.00
H -3.698 -1.017 0.244 0.00
H 2.887 2.164 -1.126 0.00
H 2.145 -4.288 3.163 0.00
H -0.714 -3.025 -1.704 0.00
H 4.180 -4.167 0.727 0.00
H -1.333 0.803 4.697 0.00
H -1.018 0.825 -1.879 0.01
H -1.966 5.436 -3.299 0.00
H -2.645 1.082 -5.445 0.00
H -1.216 0.330 -4.749 0.00
H 2.379 1.418 4.802 0.00
H 3.135 1.066 3.241 0.00
H -3.602 2.066 -1.701 0.00
H 4.006 -2.236 3.050 0.00
H 3.269 -5.245 -0.390 0.00
H 1.687 -4.234 4.885 0.00
H 0.195 -0.467 -2.181 0.00
H -4.028 4.067 -2.733 0.00
H -1.720 3.276 -5.285 0.00
H -1.425 -3.451 3.066 0.00
H -1.843 0.310 3.090 0.00
H -3.364 0.131 -1.115 0.00
H -2.018 -2.075 -2.518 0.00
H -0.609 1.553 3.283 0.00
H -2.397 -3.157 -1.113 0.00
H 0.745 3.331 0.450 0.00
H 0.443 -4.518 3.646 0.00
H 0.811 2.598 -3.838 0.00
```

Calculated values
**<S²>**: 6.008
**Spin multiplicity**: 5
**Electronic energy**: -77707.244 eV
**Gap between HOMO and LUMO (spin up / spin down)**: 7.2 / 7.4 eV
**Molecular weight**: 619.63 u
**Total charge**: +1